[1]
The following is a DFT calculation (ωB97M-V with the def2-TZVPD basis set) of a 8-piece molecular cluster, C23H67N5O8 overall at a distorted geometry.

Summary:
Maximum force ... 3.54 eV/A
Gap between HOMO and LUMO ... 9.62 eV
E ... -1791.94609 Eh
Spin multiplicity ... 1
Energy relative to the best compared isomer or geometry (same formula, charge and spin) ... 330.3 kJ/mol
LUMO energy ... 0.682 eV

XYZ file:
```
103
C23H67N5O8 ωB97M-V with the def2-TZVPD basis set
C 3.584 -4.194 0.478
O 3.787 -3.539 -0.780
C 4.482 -2.264 -0.629
C 4.574 -1.511 -2.023
C 5.315 -0.143 -1.920
N 3.190 -1.236 -2.464
H 2.661 -4.769 0.409
H 3.611 -3.490 1.310
H 4.505 -4.773 0.530
H 3.891 -1.745 0.126
H 5.475 -2.618 -0.350
H 5.049 -2.141 -2.775
H 4.892 0.512 -1.159
H 5.162 0.413 -2.845
H 6.386 -0.319 -1.827
H 2.646 -2.084 -2.397
H 2.797 -0.618 -1.769
C 1.697 1.989 -7.818
O 1.236 1.700 -6.468
C 2.210 1.906 -5.445
C 1.529 1.847 -4.015
C 2.301 2.243 -2.746
N 0.956 0.549 -3.684
H 2.610 1.475 -8.119
H 1.738 3.044 -8.087
H 0.938 1.541 -8.459
H 3.141 1.341 -5.465
H 2.659 2.893 -5.552
H 0.666 2.511 -4.061
H 1.704 2.787 -2.013
H 3.069 2.961 -3.031
H 2.760 1.510 -2.083
H 0.280 0.127 -4.305
H 1.740 -0.087 -3.719
C -2.387 2.459 -4.431
O -1.787 3.158 -3.381
C -1.672 4.553 -3.557
C -0.567 5.229 -2.665
C -0.970 5.470 -1.166
N -0.324 6.508 -3.227
H -3.413 2.767 -4.634
H -2.457 1.392 -4.216
H -1.755 2.555 -5.313
H -1.519 4.823 -4.602
H -2.704 4.843 -3.356
H 0.292 4.559 -2.705
H -1.653 6.288 -0.933
H -0.066 5.695 -0.600
H -1.314 4.537 -0.719
H 0.133 6.467 -4.127
H 0.405 6.883 -2.638
C 1.259 -1.285 2.885
O 0.942 -0.205 2.028
C -0.034 -0.440 1.032
C 0.031 0.645 -0.009
C -0.409 2.012 0.526
N -0.833 0.314 -1.031
H 2.218 -1.095 3.367
H 1.290 -2.260 2.398
H 0.446 -1.422 3.597
H 0.083 -1.462 0.673
H -1.013 -0.377 1.507
H 1.021 0.701 -0.463
H -0.041 2.732 -0.205
H 0.246 2.258 1.362
H -1.448 2.169 0.815
H -0.710 0.912 -1.835
H -0.420 -0.539 -1.381
C -3.689 -3.255 8.812
O -2.809 -3.520 7.754
C -3.255 -3.228 6.515
C -2.688 -4.192 5.391
C -1.206 -3.846 5.010
N -3.477 -4.011 4.175
H -4.526 -3.938 8.666
H -4.164 -2.275 8.856
H -3.234 -3.330 9.799
H -4.335 -3.195 6.378
H -2.849 -2.222 6.402
H -2.743 -5.234 5.706
H -1.179 -2.934 4.414
H -0.826 -4.708 4.462
H -0.597 -3.681 5.899
H -4.390 -4.441 4.216
H -3.594 -3.009 4.228
C -0.966 1.744 4.589
O 0.398 1.472 4.713
H -1.134 2.353 3.701
H -1.662 0.918 4.445
H -1.456 2.169 5.465
H 0.708 1.419 3.806
C -4.721 0.312 -0.612
O -3.716 0.378 0.358
H -4.427 -0.299 -1.466
H -5.615 -0.008 -0.077
H -4.870 1.303 -1.041
H -2.917 0.747 -0.025
C -1.012 -4.480 1.676
O 0.345 -4.739 1.436
H -1.219 -5.218 2.450
H -1.051 -3.474 2.095
H -1.637 -4.574 0.788
H 0.403 -5.662 1.177
```


[2]
The following is a DFT calculation (ωB97M-V with the def2-TZVPD basis set) of a 11-piece molecular cluster, C23H67O11S10 overall at a distorted geometry.

Summary:
Maximum force ... 3.40 eV/A
Charge ... -1
Gap between HOMO and LUMO ... 4.45 eV
E ... -5725.55864 Eh
Spin multiplicity ... 1
Energy relative to the best compared isomer or geometry (same formula, charge and spin) ... 196.4 kJ/mol
LUMO energy ... 1.606 eV

XYZ file:
```
111
C23H67O11S10 ωB97M-V with the def2-TZVPD basis set
C -1.609 1.950 -0.763
C -1.233 0.445 -0.782
C -0.199 0.138 -1.827
O -0.880 -0.126 0.436
H -1.843 2.353 -1.748
H -0.740 2.535 -0.462
H -2.385 2.147 -0.024
H -2.181 0.001 -1.087
H -0.622 0.516 -2.758
H -0.098 -0.946 -1.785
H 0.754 0.605 -1.578
C 4.199 -2.437 3.154
S 5.467 -1.081 3.132
O 6.312 -1.424 1.917
C 4.322 0.246 2.545
H 3.749 -2.636 4.126
H 4.673 -3.387 2.906
H 3.473 -2.418 2.341
H 3.879 0.058 1.568
H 4.897 1.161 2.402
H 3.602 0.460 3.335
C 8.794 -4.864 -3.262
S 7.435 -3.769 -3.892
O 7.731 -3.394 -5.365
C 6.078 -5.041 -3.933
H 8.836 -5.601 -4.064
H 8.635 -5.290 -2.271
H 9.726 -4.300 -3.295
H 5.135 -4.496 -3.974
H 6.103 -5.587 -2.990
H 6.254 -5.779 -4.715
C 0.090 -1.579 7.480
S 1.330 -1.172 8.739
O 0.985 0.201 9.416
C 0.789 -2.446 9.884
H -0.866 -1.468 7.992
H 0.261 -2.602 7.144
H 0.099 -0.863 6.659
H 0.807 -3.443 9.444
H -0.248 -2.202 10.116
H 1.372 -2.361 10.801
C -3.841 -7.894 3.763
S -2.222 -7.414 4.466
O -1.517 -8.723 4.747
C -1.311 -6.889 2.917
H -4.447 -8.422 4.499
H -3.629 -8.666 3.022
H -4.383 -7.013 3.420
H -1.345 -7.804 2.326
H -0.278 -6.575 3.071
H -1.861 -6.089 2.422
C 1.873 3.513 -6.189
S 3.364 4.464 -5.657
O 2.967 5.888 -5.400
C 3.752 3.560 -4.110
H 1.011 3.894 -5.642
H 2.020 2.438 -6.082
H 1.711 3.763 -7.237
H 4.623 4.104 -3.746
H 3.790 2.489 -4.312
H 2.905 3.769 -3.457
C -3.885 -4.646 -3.369
S -5.262 -5.653 -2.536
O -4.609 -6.600 -1.533
C -5.943 -4.267 -1.518
H -4.071 -3.670 -3.819
H -3.324 -5.148 -4.157
H -3.273 -4.530 -2.474
H -5.087 -3.857 -0.981
H -6.544 -4.713 -0.726
H -6.475 -3.474 -2.043
C -6.272 -1.404 4.357
S -6.620 0.093 3.306
O -8.104 0.444 3.418
C -5.728 1.269 4.410
H -6.517 -1.297 5.414
H -5.244 -1.677 4.118
H -6.832 -2.257 3.973
H -5.418 2.117 3.799
H -4.780 0.918 4.817
H -6.372 1.738 5.154
C -0.615 9.865 -1.664
S -2.012 10.959 -2.098
O -2.287 11.720 -0.862
C -1.103 12.226 -3.048
H -1.118 8.958 -1.328
H -0.015 10.270 -0.849
H -0.054 9.607 -2.562
H -0.814 11.676 -3.944
H -0.209 12.494 -2.486
H -1.759 13.070 -3.259
C -0.756 6.697 4.641
S -2.149 7.701 5.496
O -2.175 7.428 7.012
C -1.215 9.346 5.329
H 0.091 6.781 5.322
H -0.498 7.127 3.674
H -0.930 5.621 4.604
H -1.979 10.099 5.526
H -0.759 9.434 4.343
H -0.456 9.370 6.110
C 1.715 -2.605 -10.330
S 0.781 -3.448 -9.022
O 1.416 -3.055 -7.705
C 1.279 -5.218 -9.512
H 1.613 -1.520 -10.357
H 1.439 -2.922 -11.335
H 2.762 -2.884 -10.205
H 2.351 -5.410 -9.554
H 0.938 -5.376 -10.535
H 0.816 -5.896 -8.795
```


[3]
The following is a DFT calculation (ωB97M-V with the def2-TZVPD basis set) of C23H68CoN11O9 as an isolated structure at a distorted geometry.

Summary:
Maximum force ... 1.58 eV/A
Charge ... +1
Gap between HOMO and LUMO (alpha / beta) ... 8.04 / 7.49 eV
E ... -3579.25094 Eh
Spin multiplicity ... 4
<S²> ... 3.756
LUMO energy (alpha / beta) ... -2.394 / -2.943 eV

XYZ file:
```
112
C23H68CoN11O9 ωB97M-V with the def2-TZVPD basis set
Co 1.500 -0.663 -0.590
O 0.222 0.409 0.460
H -0.276 1.148 0.815
C 4.729 1.943 0.958
C 4.351 0.829 -0.030
C 5.612 0.013 -0.237
O 5.362 -1.208 -0.920
C 6.541 -1.846 -1.336
N 3.234 0.037 0.587
H 3.873 2.547 1.262
H 5.459 2.643 0.548
H 5.150 1.504 1.866
H 4.016 1.329 -0.940
H 6.074 -0.204 0.732
H 6.274 0.619 -0.864
H 7.242 -1.166 -1.831
H 6.289 -2.648 -2.029
H 7.094 -2.294 -0.499
H 2.717 0.698 1.175
H 3.638 -0.614 1.255
C -0.365 -3.400 -3.123
C -0.624 -1.950 -2.712
C -2.074 -1.545 -2.938
O -2.333 -1.446 -4.304
C -3.700 -1.163 -4.582
N -0.289 -1.768 -1.288
H 0.715 -3.557 -3.178
H -0.781 -3.636 -4.101
H -0.770 -4.114 -2.404
H 0.056 -1.364 -3.337
H -2.238 -0.597 -2.407
H -2.719 -2.296 -2.455
H -4.357 -1.964 -4.233
H -3.758 -1.101 -5.667
H -4.011 -0.209 -4.147
H -0.807 -0.990 -0.870
H -0.609 -2.546 -0.689
C 3.368 -4.530 -1.172
C 2.360 -3.458 -0.792
C 2.283 -3.237 0.702
O 1.385 -2.172 0.995
C 1.009 -2.157 2.360
N 2.630 -2.188 -1.555
H 3.221 -5.487 -0.677
H 4.397 -4.168 -1.074
H 3.312 -4.742 -2.248
H 1.392 -3.856 -1.102
H 3.269 -2.999 1.123
H 1.900 -4.147 1.169
H 0.556 -3.109 2.653
H 0.292 -1.352 2.487
H 1.856 -1.979 3.032
H 2.668 -2.521 -2.518
H 3.623 -1.988 -1.371
C -1.783 6.827 -1.620
C -2.362 6.815 -0.233
C -2.187 5.472 0.440
O -2.784 5.460 1.707
C -2.775 4.161 2.255
N -1.773 7.908 0.593
H -2.413 6.223 -2.282
H -0.763 6.443 -1.658
H -1.818 7.830 -2.045
H -3.427 7.065 -0.234
H -1.105 5.249 0.468
H -2.602 4.684 -0.216
H -2.925 4.240 3.331
H -1.805 3.681 2.065
H -3.555 3.563 1.780
H -0.764 7.937 0.430
H -1.789 7.612 1.569
C -2.810 -2.148 1.115
C -2.522 -3.640 1.254
C -3.830 -4.418 1.413
O -4.559 -4.302 0.197
C -5.074 -5.525 -0.293
N -1.758 -4.093 0.062
H -3.379 -1.733 1.946
H -3.349 -1.957 0.186
H -1.865 -1.599 1.054
H -1.885 -3.834 2.121
H -4.444 -4.055 2.240
H -3.598 -5.476 1.594
H -4.270 -6.167 -0.671
H -5.673 -5.275 -1.172
H -5.729 -6.017 0.426
H -2.469 -4.386 -0.612
H -1.308 -4.974 0.304
C -3.162 1.479 -0.349
O -4.295 1.576 -0.795
N -2.060 1.711 -1.141
N -2.937 1.117 0.955
H -1.135 1.489 -0.809
H -2.261 1.761 -2.124
H -3.771 0.836 1.438
H -2.020 0.860 1.267
C 0.984 1.381 3.949
O 2.065 1.028 3.482
N 0.869 1.882 5.216
N -0.187 1.300 3.249
H -0.001 2.198 5.600
H 1.717 1.975 5.744
H -1.103 1.593 3.535
H -0.073 0.791 2.379
C 1.880 4.191 0.168
O 2.770 4.996 0.338
N 1.298 3.502 1.199
N 1.344 3.897 -1.090
H 0.668 2.739 1.059
H 1.716 3.697 2.092
H 2.067 4.052 -1.775
H 0.821 3.037 -1.062
```


[4]
The following is a DFT calculation (ωB97M-V with the def2-TZVPD basis set) of a 13-piece molecular cluster, C23H70NO13 overall at a distorted geometry.

Summary:
Maximum force ... 4.34 eV/A
Charge ... +1
Gap between HOMO and LUMO ... 6.72 eV
E ... -1950.49834 Eh
Spin multiplicity ... 1
LUMO energy ... -4.481 eV

XYZ file:
```
107
C23H70NO13 ωB97M-V with the def2-TZVPD basis set
C -1.721 0.051 -0.945
C -2.144 -1.547 -0.732
O -1.494 -1.972 0.518
C -0.730 -3.219 0.359
C 0.211 -3.361 1.734
C 1.701 -2.726 1.438
C 2.042 -1.364 2.292
C 2.127 -0.001 1.361
C 3.438 -0.081 0.380
C 4.252 1.296 0.020
C 4.331 1.504 -1.628
N 3.525 0.511 -2.176
C 2.888 -0.397 -1.131
H -1.544 0.523 0.135
H -2.548 0.653 -1.552
H -0.673 0.077 -1.479
H -1.917 -2.216 -1.664
H -3.318 -1.572 -0.551
H -0.081 -3.279 -0.619
H -1.484 -4.141 0.296
H -0.340 -2.714 2.556
H 0.247 -4.459 2.135
H 1.758 -2.529 0.281
H 2.478 -3.602 1.656
H 3.134 -1.516 2.737
H 1.320 -1.183 3.202
H 1.136 0.097 0.745
H 2.193 0.956 2.069
H 4.193 -0.932 0.653
H 3.444 2.129 0.295
H 5.163 1.630 0.674
H 4.959 2.346 -2.193
H 3.334 0.324 -3.206
H 3.427 -1.435 -1.368
H 1.763 -0.696 -1.255
C 5.946 4.501 -4.250
O 5.959 4.388 -2.839
H 5.387 5.397 -4.530
H 6.971 4.583 -4.619
H 5.461 3.622 -4.682
H 6.461 3.585 -2.621
C 8.547 2.677 0.688
O 8.230 2.318 -0.645
H 9.633 2.737 0.791
H 8.108 3.651 0.918
H 8.159 1.920 1.373
H 7.261 2.273 -0.706
C -3.883 1.500 -4.314
O -4.250 0.513 -3.367
H -3.596 2.411 -3.784
H -3.037 1.143 -4.905
H -4.733 1.713 -4.967
H -4.500 -0.283 -3.866
C -4.234 4.009 -1.390
O -4.112 4.795 -2.561
H -3.238 3.697 -1.066
H -4.703 4.601 -0.600
H -4.838 3.124 -1.605
H -5.010 5.057 -2.825
C -4.355 4.326 2.618
O -5.542 4.245 1.851
H -3.496 4.343 1.943
H -4.366 5.242 3.213
H -4.283 3.454 3.273
H -6.286 4.231 2.477
C -7.576 -0.988 -4.735
O -6.211 -1.228 -4.446
H -7.698 -0.894 -5.817
H -8.178 -1.825 -4.374
H -7.894 -0.061 -4.252
H -6.133 -1.307 -3.480
C -0.393 -3.492 5.515
O -0.519 -2.108 5.242
H 0.648 -3.790 5.369
H -0.685 -3.688 6.549
H -1.031 -4.058 4.831
H -1.452 -1.873 5.379
C -6.591 -4.534 -6.563
O -5.860 -3.324 -6.495
H -6.429 -4.993 -7.541
H -6.245 -5.215 -5.782
H -7.656 -4.325 -6.433
H -6.023 -2.940 -5.617
C -7.787 -3.369 -1.526
O -7.055 -2.159 -1.458
H -7.624 -3.828 -2.504
H -7.440 -4.050 -0.744
H -8.851 -3.160 -1.396
H -7.218 -1.775 -0.580
C 4.461 1.282 4.292
O 4.583 2.068 3.121
H 5.457 0.970 4.616
H 3.992 1.873 5.082
H 3.857 0.397 4.077
H 3.684 2.330 2.858
C -1.777 -0.937 8.595
O -2.964 -1.018 7.828
H -0.918 -0.920 7.920
H -1.789 -0.020 9.190
H -1.705 -1.808 9.250
H -3.709 -1.032 8.453
C 11.334 -0.316 0.356
O 9.926 -0.187 0.429
H 11.668 -1.009 1.132
H 11.614 -0.709 -0.625
H 11.799 0.660 0.516
H 9.659 0.433 -0.271
```